Computed, not measured: a cluster of 11 separate species, C36H77F3IN15O25P in total in a non-equilibrium geometry, with wB97M-V/def2-TZVPD.

```
158
Properties=species:S:1:pos:R:3:forces:R:3
C 0.888563 0.052669 2.408107 -0.7675 -0.4992 0.4673
C 2.330474 0.686917 2.570352 -1.5598 1.5906 0.1318
C 3.379872 0.591497 1.358340 3.2715 1.6817 4.4583
C 4.225856 1.993809 1.346030 0.1311 -0.2810 -1.3626
N 2.974264 0.084795 0.040966 -1.6457 -0.8520 -0.4800
C 2.144157 0.979970 -0.850338 -1.6246 2.2295 -3.3236
C 1.375264 2.214515 -0.204081 -0.3998 2.1938 0.0796
C 2.091903 3.650510 -0.569271 -0.4162 0.4084 1.1125
C 1.713004 4.682148 0.636996 -0.5660 -0.7761 -0.3453
I 3.077355 6.414329 0.694769 -0.7837 -0.8877 -0.1310
C 1.145862 0.135091 -1.856747 0.1314 -1.7147 0.1636
C -0.274942 -0.190507 -1.157330 -1.4282 1.4441 0.1684
C -1.542918 0.620343 -1.791669 -0.1096 -0.6857 1.1269
C -2.827157 0.319828 -0.826553 0.1500 1.5045 -0.8816
C -3.825859 1.582810 -1.040756 0.7092 -0.0900 -0.9082
N -4.856125 1.732719 0.041161 0.3342 -2.2907 0.0677
C -5.796381 0.590381 -0.066230 -1.3202 0.1462 -1.9359
N -6.535744 0.486435 -1.149641 1.6377 -0.0100 2.7782
N -5.932011 -0.422629 1.003996 1.2651 1.3258 -0.3759
C 1.057492 0.844826 -3.294277 0.5946 -0.6628 -0.6124
C 0.678913 2.352189 -3.479520 -0.6055 1.8066 -1.1340
C 1.846118 3.291667 -4.114726 -0.9419 -1.0418 -1.4933
F 1.793769 3.024586 -5.533550 0.7179 0.8675 2.8824
F 3.150724 2.945310 -3.692922 -2.6176 1.3236 -0.7609
F 1.579981 4.675391 -3.970301 1.0600 -3.2455 -0.0630
C 1.762166 -1.325243 -2.281847 0.5893 -0.3253 -0.5219
C 3.089313 -1.809370 -1.524259 -1.3373 -1.1504 -0.3284
C 3.821673 -2.877086 -2.473048 0.4382 -0.9740 0.2158
C 2.799490 -3.944540 -3.140713 -0.9251 -3.6223 1.6610
O 2.612926 -5.069321 -2.584209 0.9015 4.7291 -1.8466
O 2.089535 -3.707471 -4.349673 -0.2115 0.0937 2.6347
C 0.829077 -4.430734 -4.370245 -1.7159 -3.5368 -3.7849
C -0.315178 -4.267345 -3.269335 1.0797 0.0064 1.3902
O 0.644759 -5.192933 -5.353375 0.9345 3.5525 4.1749
C 3.972681 -0.672554 -0.833012 1.5458 -1.3969 -1.2630
O 4.781143 0.172069 -1.698031 -0.9847 0.2518 1.9823
N 4.467639 0.150648 -3.004643 1.5086 0.6340 -2.5044
O 5.419150 0.527974 -3.625800 -1.8659 -0.4763 0.6395
P 5.447307 -1.603235 0.015555 1.7232 -1.2733 1.8387
C 6.724472 -2.143005 -1.331154 0.2323 -0.3138 -1.0461
C 6.634516 -0.345043 0.887215 -0.5023 0.9370 -0.3436
H 0.479834 -0.181006 3.461396 0.7502 0.2827 -1.8601
H 0.852033 -0.948984 1.837843 0.1758 1.3471 0.7018
H 0.113074 0.770599 1.939131 1.3771 -1.1406 0.6182
H 2.735846 0.328341 3.589030 -0.1133 0.2778 -2.1365
H 2.168082 1.819075 2.748397 0.1849 -2.0243 -0.3591
H 4.120909 -0.118999 1.892871 -1.2042 0.5550 -2.0220
H 5.113207 1.947593 2.075951 -1.5949 0.0120 -1.0388
H 4.672424 2.158222 0.288691 -0.5300 -0.2664 1.6922
H 3.580572 2.906167 1.561862 0.8318 -1.3367 -0.1156
H 2.274316 -0.659879 0.289841 0.6713 0.4387 -0.0806
H 2.773926 1.551744 -1.642877 -0.1696 -1.4199 1.7792
H 1.252509 2.275988 0.916124 0.4035 -0.7791 -1.2345
H 0.291983 2.375923 -0.586718 1.8214 -1.0038 0.4733
H 1.660163 4.129813 -1.507724 0.7264 -0.8246 1.1227
H 3.226048 3.546172 -0.686138 -1.6840 0.1971 0.2130
H 1.784619 4.203251 1.670030 0.0654 0.6167 -1.4255
H 0.623612 5.048347 0.512315 1.9217 -0.3920 0.1506
H -0.305446 0.096831 -0.033772 0.4483 -0.4443 -1.8823
H -0.609047 -1.277827 -1.183752 0.8476 1.2306 -0.1751
H -1.727051 0.313152 -2.877625 0.0879 0.2826 1.5705
H -1.401754 1.752703 -1.781556 0.0754 -1.5281 0.0233
H -3.331513 -0.677458 -1.112047 0.7699 1.6186 0.5900
H -2.517416 0.363147 0.280250 -0.2346 -0.3971 -1.5880
H -4.267912 1.439493 -2.093443 0.2371 0.3881 1.7788
H -3.262049 2.588268 -1.089537 -0.5597 -1.6681 0.2251
H -4.311690 1.646679 0.925484 -0.7234 0.1482 -0.7199
H -6.334083 1.276786 -1.776799 -0.0278 -0.3370 0.3504
H -5.298066 -1.216607 0.806304 -0.6212 0.5355 -0.1465
H -5.593390 -0.047644 1.914873 -0.4169 -0.1648 -0.8813
H 2.089733 0.698170 -3.804372 -1.6633 0.2212 0.9557
H 0.339590 0.192154 -3.926964 1.0885 1.1425 1.1111
H -0.140822 2.399569 -4.301721 1.4162 0.0865 1.3869
H 0.243724 2.949396 -2.620534 0.6876 -1.0939 -0.8080
H 2.017751 -1.376852 -3.411963 -0.4620 0.5119 1.8780
H 1.002286 -2.186082 -2.153875 1.0713 1.6315 0.0126
H 2.722033 -2.493946 -0.656204 0.8173 1.3864 -1.0056
H 4.516219 -2.440213 -3.264628 -1.1095 -0.4257 1.0118
H 4.431018 -3.553501 -1.757097 -0.9194 1.0350 -1.4928
H -0.790742 -3.230609 -3.230800 0.6373 -1.3738 -0.4320
H -1.120989 -5.089640 -3.331957 1.5216 1.4004 -0.4763
H 0.185097 -4.426146 -2.236040 -0.7707 0.2870 -1.6211
H 6.703078 -1.466911 -2.251125 0.1291 -0.9637 1.1512
H 6.557806 -3.243378 -1.649191 0.0432 1.9290 0.4923
H 7.801992 -2.126854 -0.921581 -1.8856 0.2550 -0.2909
H 6.538762 0.630111 0.279372 0.5842 -1.3165 1.1684
H 7.714897 -0.726446 0.893144 -1.7394 0.4230 -0.3057
H 6.343149 -0.168837 1.976572 0.2107 -0.2247 -1.5609
C 3.855685 -3.594817 4.575950 0.4009 -0.3356 -0.0894
N 3.381629 -2.332366 3.955050 0.0501 -0.1523 0.1085
O 3.965998 -1.938748 2.947735 -0.5540 -0.1446 0.6672
O 2.439820 -1.780674 4.496313 0.4977 -0.1216 -0.4284
H 4.694364 -3.981008 3.999086 -0.1156 0.2090 0.0087
H 4.163442 -3.363010 5.595265 -0.1858 -0.0129 -0.0672
H 3.021962 -4.297550 4.562289 0.0546 0.1756 0.1472
C -3.632903 -2.959339 -5.464501 0.2897 -0.1762 -0.1620
N -4.010201 -2.253507 -4.211110 -0.3953 0.1120 -0.0063
O -3.147531 -2.132899 -3.350189 -0.2908 0.1141 -0.0835
O -5.153731 -1.845361 -4.132446 0.8063 -0.1723 0.1438
H -2.590471 -3.265766 -5.395268 -0.1557 0.0776 0.0505
H -4.284409 -3.827062 -5.561624 -0.0296 0.1865 -0.0394
H -3.776184 -2.262710 -6.289733 -0.1140 -0.1091 0.0918
C -0.771896 -3.563490 5.776247 -0.1766 0.3845 -0.1412
N 0.445525 -4.413583 5.730877 -0.0860 -0.0762 0.1265
O 0.962357 -4.584567 4.637152 -0.0628 -0.1115 0.4486
O 0.838887 -4.876957 6.787166 -0.0146 0.1906 -0.7070
H -0.999426 -3.225397 4.767317 0.0612 -0.1591 0.1519
H -1.583693 -4.171108 6.170673 0.2068 0.1306 0.0921
H -0.559097 -2.716250 6.427781 0.0201 -0.1820 0.0497
C -4.342114 -6.222370 4.521463 -0.3419 -0.0274 -0.0054
N -3.145154 -5.380521 4.261037 0.0946 0.1728 -0.1824
O -3.329741 -4.268405 3.791363 0.2870 -0.5053 0.2161
O -2.058517 -5.864685 4.535779 -0.5243 0.2342 -0.1935
H -5.231716 -5.666824 4.230612 0.2155 -0.0071 0.0100
H -4.241696 -7.129278 3.926253 0.0769 0.0489 0.1729
H -4.359345 -6.448427 5.587084 0.0995 -0.0872 -0.1427
C 0.994830 3.083417 6.515133 0.1166 0.1204 0.2986
N 1.207816 2.589878 5.130076 -0.0707 0.0152 0.1838
O 2.113483 3.099109 4.486897 -0.5479 -0.2142 0.1160
O 0.455983 1.707260 4.736929 0.5668 0.7624 0.1155
H 1.727436 3.859661 6.727934 -0.1096 -0.1156 -0.1483
H -0.016153 3.483023 6.569339 0.1415 -0.1371 -0.0016
H 1.122883 2.236866 7.189253 -0.1167 0.0250 -0.1263
C -9.446962 -1.025083 -1.322335 0.1523 0.2699 -0.0303
N -10.776503 -1.665277 -1.141243 -0.2924 0.0308 -0.0352
O -11.761681 -0.951156 -1.238902 0.3523 -0.5194 0.0989
O -10.784202 -2.863780 -0.907045 -0.1213 0.5358 -0.0794
H -9.591330 0.034555 -1.522821 -0.0473 -0.2014 0.0585
H -8.884128 -1.169440 -0.401125 0.0294 -0.0630 -0.1915
H -8.958766 -1.513566 -2.164549 0.0179 -0.0280 0.2073
C -2.948306 6.485692 6.718829 -0.2306 0.2070 -0.2105
N -1.724432 5.642747 6.745009 0.0917 -0.0135 0.0025
O -1.166794 5.427018 5.679245 -0.1058 -0.0584 0.5382
O -1.364582 5.226171 7.833762 -0.0393 0.0866 -0.6458
H -3.147717 6.782829 5.690896 0.1284 -0.1040 0.1372
H -3.768183 5.886611 7.113463 0.1460 0.0938 0.0932
H -2.759566 7.358241 7.343189 -0.0458 -0.1824 0.0474
C 1.968068 0.643744 -8.369672 0.1874 0.3083 -0.0900
N 0.623796 0.024356 -8.231605 -0.3326 -0.0396 -0.0237
O -0.345867 0.757040 -8.344159 0.3618 -0.4818 0.1427
O 0.589804 -1.176282 -8.014357 -0.0861 0.5869 -0.0236
H 1.846441 1.708803 -8.558736 -0.0895 -0.1832 0.0393
H 2.503416 0.476523 -7.435666 -0.0182 -0.1068 -0.1528
H 2.470137 0.158639 -9.205958 -0.0249 -0.0576 0.1846
C 3.984918 6.133638 -4.818369 -0.3109 0.0168 0.0815
N 5.053564 7.061105 -5.272850 0.2415 0.3654 -0.1321
O 4.752691 8.234249 -5.418707 0.2625 -0.5827 0.0463
O 6.156852 6.577006 -5.466606 -0.5194 0.2601 0.0889
H 3.063130 6.696845 -4.686754 0.2176 0.0034 -0.0584
H 3.864085 5.370231 -5.586309 0.1198 0.0240 0.1260
H 4.308523 5.697378 -3.873937 0.0411 -0.0332 -0.1674
C -7.169411 -2.114918 5.125370 -0.3789 0.0074 0.0048
N -5.963696 -1.284869 4.867274 0.2160 0.1784 -0.0343
O -6.138425 -0.173824 4.390249 0.2983 -0.4889 0.1522
O -4.883766 -1.776038 5.151622 -0.4885 0.3379 -0.1866
H -8.052604 -1.553595 4.825890 0.2066 -0.0197 0.0082
H -7.073120 -3.025982 4.535915 0.0702 0.0706 0.1418
H -7.194944 -2.334440 6.192161 0.0968 -0.0674 -0.1383
```
Positions in Å, forces in eV/Å.

For the lowest unoccupied orbital energy, the calculation gives -3.02 eV. For the orbital gap, the calculation gives 8.3 eV. The energy relative to the best compared isomer or geometry (same formula, charge and spin) is 473.0 kJ/mol. The calculation puts the total energy at -5057.3573 Ha. The net charge is +1.